C4H6F6NPS | ωB97M-V with the def2-TZVPD basis set

Structure (XYZ):
```
19
C4H6F6NPS | OMol25 | ωB97M-V with the def2-TZVPD basis set
C 3.08 0.94 -0.11
C 2.58 -1.32 0.17
C -2.58 1.39 -0.39
C -2.44 -1.37 -0.02
N 2.33 -0.10 0.45
F -3.16 1.38 -1.55
F -2.02 2.63 -0.36
F -3.60 1.31 0.59
F -1.81 -2.52 -0.22
F -3.37 -1.30 -0.94
F -3.07 -1.50 1.22
P -1.25 0.07 -0.35
S -0.48 0.36 1.52
H 2.57 1.12 -1.12
H 2.97 1.81 0.36
H 4.17 0.73 -0.21
H 1.76 -2.06 0.37
H 0.93 -0.02 1.08
H 3.40 -1.57 -0.51
```

Computed properties:
highest occupied orbital energy (spin up / spin down): -6.144 / -10.510 eV
energy above the lowest of the compared OMol25 structures with the same formula, charge and spin: 177.9 kJ/mol
2S+1: 3
net charge: 0
<S²>: 2.01